Entry 1:
The following is a quantum chemistry calculation of 4 unconnected molecules or ions with the total composition C12H21Cl6N3, from OMol25.

Summary:
Kohn-Sham gap in eV: 9.694
Relative energy (zero: lowest compared OMol25 entry of this formula, charge and spin) in eV: 2.697
Electronic energy in a.u.: -3395.1483
SMILES: CNC[C@H](C#N)CC#N.ClCCCl.ClCCCl.ClCCCl
LUMO in Ha: 0.018

Structure (ORCA input):
```
! RIJCOSX wB97M-V def2-TZVPD def2/J DEFGRID3
* xyz 0 1
C 0.993 0.384 0.058
N 0.577 1.632 0.771
C 1.465 1.970 1.924
C 1.509 0.864 3.094
C 0.544 1.292 4.303
N -0.293 1.541 5.149
C 3.045 0.590 3.604
C 3.557 -0.696 2.752
N 3.771 -1.776 2.232
H 0.702 -0.582 0.632
H 0.475 0.280 -0.976
H 2.143 0.362 -0.060
H 0.749 2.398 0.080
H 2.526 2.230 1.542
H 1.024 2.939 2.394
H 1.136 -0.177 2.738
H 3.085 0.363 4.732
H 3.747 1.470 3.384
Cl 2.930 -1.336 -0.949
C 3.957 -2.170 -2.143
C 4.361 -1.259 -3.285
Cl 2.979 -0.834 -4.327
H 3.415 -3.048 -2.501
H 4.846 -2.513 -1.610
H 5.092 -1.764 -3.921
H 4.808 -0.332 -2.921
Cl -0.452 2.705 -2.865
C -2.217 2.462 -2.936
C -2.801 2.117 -1.581
Cl -2.301 0.502 -1.026
H -2.422 1.683 -3.673
H -2.650 3.396 -3.300
H -3.892 2.108 -1.639
H -2.508 2.843 -0.819
Cl -5.701 -0.510 -0.628
C -4.934 -1.920 0.145
C -5.833 -3.141 0.129
Cl -7.247 -2.950 1.196
H -4.657 -1.638 1.163
H -4.018 -2.126 -0.413
H -5.281 -4.012 0.489
H -6.196 -3.360 -0.877
*
```

How is the electron density shared among the atoms? According to Löwdin, the charges in e are:
1 C -0.271
2 N -0.141
3 C -0.216
4 C -0.249
5 C -0.145
6 N 0.106
7 C -0.112
8 C -0.166
9 N 0.097
10 H 0.081
11 H 0.047
12 H -0.024
13 H 0.092
14 H 0.125
15 H 0.134
16 H 0.135
17 H 0.125
18 H 0.113
19 Cl 0.650
20 C -0.625
21 C -0.663
22 Cl 0.536
23 H 0.070
24 H 0.075
25 H 0.071
26 H 0.069
27 Cl 0.545
28 C -0.653
29 C -0.642
30 Cl 0.570
31 H 0.071
32 H 0.072
33 H 0.063
34 H 0.073
35 Cl 0.525
36 C -0.674
37 C -0.668
38 Cl 0.534
39 H 0.073
40 H 0.058
41 H 0.072
42 H 0.068



Entry 2:
The following is a quantum chemistry calculation of C12H21F9O3Si3 in the gas phase, from OMol25.

Summary:
Kohn-Sham gap in eV: 8.016
Relative energy (zero: lowest compared OMol25 entry of this formula, charge and spin) in eV: 3.544
Electronic energy in a.u.: -2462.9874
LUMO in Ha: -0.056

Structure (ORCA input):
```
! RIJCOSX wB97M-V def2-TZVPD def2/J DEFGRID3
* xyz 0 1
F 0.976 1.929 -0.595
F 1.153 3.763 0.512
F 2.333 3.492 -1.310
F 1.045 -3.135 -3.683
F -0.155 -1.316 -4.360
F -0.925 -3.259 -4.800
F -4.421 1.587 3.646
F -4.188 1.380 1.308
F -2.538 2.051 2.625
O 2.085 -0.685 -0.438
O 0.049 -0.204 1.810
O -1.009 -0.244 -1.059
C 1.813 2.841 -0.177
C -0.214 -2.595 -3.921
C -3.590 1.254 2.566
C 2.996 2.180 0.676
C -0.976 -2.522 -2.533
C -2.912 -0.117 2.744
C 1.990 -1.776 1.872
C 1.111 0.415 -2.771
C -1.311 2.120 0.316
C 2.603 1.138 1.711
C 0.080 -2.478 -1.443
C -2.297 -0.730 1.495
Si 1.517 -0.212 1.030
Si 0.596 -0.639 -1.197
Si -0.936 0.261 0.586
H 3.476 3.030 1.207
H 3.704 1.798 -0.055
H -1.614 -3.394 -2.264
H -1.661 -1.710 -2.633
H -2.257 0.003 3.566
H -3.628 -0.828 3.093
H 2.729 -1.626 2.604
H 1.035 -1.993 2.412
H 2.358 -2.635 1.258
H 1.521 -0.278 -3.488
H 0.338 0.987 -3.279
H 1.951 1.111 -2.550
H -1.177 2.665 1.245
H -0.750 2.605 -0.458
H -2.314 2.118 0.068
H 1.965 1.575 2.442
H 3.587 0.730 2.072
H 1.074 -2.819 -1.790
H -0.195 -3.078 -0.572
H -1.909 -1.739 1.733
H -3.106 -1.024 0.779
*
```

How is the electron density shared among the atoms? According to Löwdin, the charges in e are:
1 F 0.025
2 F 0.161
3 F 0.090
4 F 0.075
5 F 0.098
6 F 0.168
7 F 0.094
8 F 0.096
9 F 0.101
10 O -0.142
11 O -0.177
12 O -0.198
13 C -0.579
14 C -0.570
15 C -0.519
16 C -0.107
17 C -0.109
18 C -0.130
19 C -0.114
20 C -0.100
21 C -0.087
22 C -0.167
23 C -0.178
24 C -0.185
25 Si 0.192
26 Si 0.310
27 Si 0.358
28 H 0.130
29 H 0.120
30 H 0.132
31 H 0.098
32 H 0.112
33 H 0.111
34 H 0.009
35 H 0.052
36 H 0.063
37 H 0.017
38 H 0.043
39 H 0.036
40 H 0.045
41 H 0.037
42 H 0.015
43 H 0.080
44 H 0.123
45 H 0.084
46 H 0.095
47 H 0.095
48 H 0.095